[1]
Entry from the Open Molecules 2025 dataset: C38H28F3FeOP2 as an isolated structure (ωB97M-V/def2-TZVPD).

```
73
Properties=species:S:1:pos:R:3
Fe 0.13 0.00 -0.42
O 2.17 0.75 -1.09
C 1.95 0.30 0.05
C 2.61 0.07 1.25
C 4.00 0.37 1.43
C 4.60 0.15 2.64
C 3.88 -0.36 3.74
C 2.52 -0.65 3.58
C 1.88 -0.46 2.37
P 0.12 -0.76 2.09
C -0.67 -0.05 3.60
C -0.91 1.32 3.62
C -1.47 1.93 4.74
C -1.79 1.18 5.86
C -1.54 -0.19 5.85
C -0.99 -0.80 4.73
C -0.13 -2.56 2.34
C -1.43 -3.06 2.30
C -1.67 -4.42 2.41
C -0.60 -5.31 2.54
C 0.69 -4.82 2.57
C 0.93 -3.45 2.47
H 4.56 0.77 0.60
H 5.65 0.39 2.76
H 4.36 -0.52 4.70
H 1.96 -1.03 4.43
H -0.66 1.92 2.75
H -1.65 3.00 4.72
H -2.22 1.66 6.73
H -1.78 -0.78 6.72
H -0.80 -1.86 4.75
H -2.26 -2.38 2.17
H -2.69 -4.80 2.37
H -0.79 -6.37 2.62
H 1.53 -5.50 2.66
H 1.94 -3.07 2.47
C -1.60 -0.70 -4.31
C -2.42 -1.52 -3.53
C -2.70 -1.17 -2.22
C -2.20 0.02 -1.67
C -1.38 0.82 -2.46
C -1.08 0.46 -3.77
P -2.67 0.37 0.09
C -4.46 0.78 -0.10
C -5.27 0.58 1.01
C -6.63 0.90 0.98
C -7.18 1.42 -0.18
C -6.38 1.62 -1.30
C -5.03 1.30 -1.26
C -1.90 1.99 0.35
C -2.58 3.18 0.59
C -1.84 4.34 0.79
C -0.45 4.29 0.72
C 0.20 3.09 0.45
C -0.49 1.88 0.29
H -1.35 -0.99 -5.32
H -2.80 -2.44 -3.94
H -3.31 -1.83 -1.61
H -1.01 1.76 -2.07
H -0.43 1.09 -4.36
H -4.84 0.17 1.92
H -7.24 0.74 1.85
H -8.24 1.66 -0.22
H -6.81 2.02 -2.21
H -4.41 1.47 -2.13
H -3.66 3.22 0.62
H -2.34 5.28 0.98
H 0.12 5.20 0.86
H 1.29 3.09 0.40
F -0.53 -2.93 -0.89
C 0.49 -2.00 -0.98
F 0.70 -1.91 -2.37
F 1.59 -2.68 -0.54
```

* total charge: -1
* multiplicity: 5
* LUMO (alpha / beta): 2.615 / 2.610 eV

=====

[2]
Entry from the Open Molecules 2025 dataset: C38H29CsN12O3P as an isolated structure (ωB97M-V/def2-TZVPD).

```
84
Properties=species:S:1:pos:R:3
Cs 0.35 -2.40 0.40
C -0.66 -1.11 -6.29
C 0.74 -1.14 -6.27
C 1.45 -0.99 -5.09
C 0.72 -0.80 -3.92
C 1.11 -0.61 -2.52
N 2.40 -0.68 -2.11
C 2.83 -0.60 -0.86
C 4.19 -1.02 -0.47
C 5.28 -1.45 -1.21
C 6.42 -1.83 -0.51
C 6.45 -1.79 0.89
C 5.34 -1.38 1.62
C 4.22 -0.98 0.91
C 2.86 -0.53 1.34
N 2.48 -0.58 2.62
C 1.20 -0.54 3.02
N 0.10 -0.38 2.27
C -1.01 -0.65 3.02
N -2.27 -0.70 2.63
C -2.69 -0.67 1.34
N -1.95 -0.67 0.23
C -2.75 -0.62 -0.86
N -2.37 -0.60 -2.15
C -1.09 -0.61 -2.54
N 0.01 -0.46 -1.76
C -0.68 -0.78 -3.94
C -1.39 -0.94 -5.12
C -4.15 -0.60 -0.43
C -5.37 -0.55 -1.11
C -6.53 -0.54 -0.36
C -6.49 -0.58 1.04
C -5.29 -0.63 1.72
C -4.12 -0.63 0.97
C -0.60 -0.92 4.41
C -1.31 -1.26 5.55
C -0.58 -1.51 6.71
C 0.82 -1.45 6.71
C 1.52 -1.13 5.56
C 0.80 -0.86 4.41
N 2.12 -0.25 0.25
H -1.18 -1.24 -7.23
H 1.28 -1.28 -7.20
H 2.53 -1.01 -5.07
H 5.23 -1.50 -2.29
H 7.29 -2.17 -1.06
H 7.34 -2.12 1.40
H 5.35 -1.38 2.70
H -2.47 -0.94 -5.12
H -5.38 -0.53 -2.19
H -7.49 -0.51 -0.87
H -7.42 -0.58 1.60
H -5.25 -0.67 2.80
H -2.39 -1.32 5.53
H -1.10 -1.77 7.62
H 1.35 -1.67 7.63
H 2.61 -1.11 5.54
C -1.85 3.76 -0.52
N -1.25 2.40 -0.81
C -0.41 2.51 -2.09
N 0.59 3.51 -1.95
C -0.02 4.79 -1.61
N -0.82 4.74 -0.39
C 0.04 4.50 0.79
P 0.98 2.92 0.75
C -0.47 1.87 0.38
C 1.63 3.10 -0.97
H -2.43 3.65 0.39
H -2.50 4.00 -1.36
H -1.99 1.71 -1.00
H -1.12 2.76 -2.88
H 0.02 1.53 -2.25
H -0.67 5.09 -2.43
H 0.76 5.54 -1.49
H -0.58 4.52 1.69
H 0.74 5.34 0.87
H -1.17 1.92 1.22
H -0.36 0.81 0.19
H 2.07 2.15 -1.28
H 2.42 3.85 -0.97
O 1.91 -4.32 0.60
N 1.00 -5.20 0.46
O 1.28 -6.37 0.27
O -0.22 -4.82 0.52
```

* total charge: -1
* LUMO (alpha / beta): 1.386 / 1.388 eV

=====

| no. | calculated total energy (eV) |
| --- | --- |
| 1 | -103024.6914 |
| 2 | -73735.8596 |